[1]
{"formula": "C4H6N4", "method": "ωB97M-V with the def2-TZVPD basis set", "homo_ev": -9.08, "relative_energy_kj_mol": 348.9, "lumo_ev": -0.291, "total_energy_ev": -10202.32319, "smiles": "[H]/N=C\\N(C)/N=C\\C#N", "symbols": ["N", "N", "N", "N", "C", "C", "C", "C", "H", "H", "H", "H", "H", "H"], "positions_angstrom": [[-0.645248, 0.374879, -0.045287], [2.888867, 0.371024, -0.640817], [-0.137554, -0.777782, 0.500970], [-2.569317, -0.783215, -0.299045], [-1.859288, 0.226310, -0.533462], [-0.246198, 1.702669, 0.535532], [2.185029, -0.355237, -0.121877], [1.021812, -1.199650, 0.360776], [1.387227, -2.197174, 0.646298], [-2.187527, 0.994588, -1.168810], [-0.555982, 1.824202, 1.632143], [-0.765211, 2.452996, -0.065095], [0.839638, 1.822451, 0.465621], [-2.083521, -1.435953, 0.433274]], "forces_ev_per_a": [[4.954, 2.277, 1.729], [1.297, 0.929, -0.515], [-1.388, -0.948, 0.012], [-0.641, -1.952, 1.082], [-2.597, -1.927, 0.553], [-0.111, -0.764, 0.581], [-2.703, -1.294, 0.384], [3.506, 0.900, 0.103], [-0.905, 0.358, 0.211], [-0.496, 1.151, -0.802], [0.229, -0.396, -1.472], [0.224, -0.018, 0.137], [-0.324, 0.117, -0.071], [-1.046, 1.566, -1.930]]}

=====

[2]
{"formula": "C9H16NO", "method": "ωB97M-V with the def2-TZVPD basis set", "homo_ev": -12.47, "charge": 1, "relative_energy_kj_mol": 60.6, "lumo_ev": -3.068, "total_energy_ev": -13123.22899, "symbols": ["O", "N", "C", "C", "C", "C", "C", "C", "C", "C", "C", "H", "H", "H", "H", "H", "H", "H", "H", "H", "H", "H", "H", "H", "H", "H", "H"], "positions_angstrom": [[-1.959492, -1.313326, 1.759451], [0.036926, -2.535045, -0.128431], [1.270622, -2.174900, -0.926919], [-0.274265, 1.970152, -0.186134], [0.120848, 1.664431, 1.098628], [-0.438888, 0.594798, 1.808209], [-1.855742, 0.116105, -0.105290], [-1.409740, -0.162949, 1.181317], [0.286478, 3.095613, -1.004044], [1.763960, -0.799414, -0.482036], [-1.244197, 1.166283, -0.792500], [-0.752797, -1.904659, -0.282437], [-1.783737, 1.544222, -1.656809], [-0.227932, -3.509467, -0.273891], [-0.139306, 0.246463, 2.785695], [-0.397167, 3.917988, -1.186025], [0.310085, -2.441545, 0.851486], [-2.503929, -0.543328, -0.668280], [-2.439516, -1.071858, 2.560038], [2.857509, -0.879511, -0.531048], [1.148469, 3.562580, -0.515026], [1.652597, 0.078721, -1.092552], [1.015298, -2.192473, -1.973865], [1.465221, -0.604398, 0.545640], [2.032818, -2.876408, -0.690760], [0.649105, 2.332185, 1.774491], [0.816774, 2.719740, -1.868909]], "forces_ev_per_a": [[0.323, 0.213, 0.125], [0.931, -0.553, 0.124], [-0.855, 1.641, -0.146], [-0.267, 0.060, -0.775], [-0.579, 0.096, 1.895], [-0.540, -0.565, -0.893], [1.384, 0.266, -0.620], [-0.648, -0.823, -0.237], [1.488, 0.508, 1.006], [1.634, -0.564, 0.087], [-1.123, 0.381, 0.793], [-0.058, 0.129, -0.085], [0.672, -0.304, -0.482], [-0.240, 0.080, -0.078], [0.184, 0.532, 0.257], [-0.275, -0.234, -0.456], [-0.432, 0.013, 0.152], [-0.604, 0.114, 0.453], [0.047, -0.123, 0.060], [-0.051, -0.047, 0.547], [-0.275, 0.035, 0.549], [-1.163, 0.053, -0.419], [-0.067, -0.266, -0.300], [0.162, 0.211, -0.045], [0.288, -0.913, 0.089], [0.730, 0.166, -0.823], [-0.665, -0.108, -0.778]]}

=====

[3]
{"formula": "C4H12N3", "method": "ωB97M-V with the def2-TZVPD basis set", "homo_ev": -14.53, "charge": 1, "relative_energy_kj_mol": 690.2, "lumo_ev": -3.902, "total_energy_ev": -8800.58111, "symbols": ["N", "N", "N", "C", "C", "C", "C", "H", "H", "H", "H", "H", "H", "H", "H", "H", "H", "H", "H"], "positions_angstrom": [[0.781898, 1.498225, -0.285259], [1.347507, -0.203341, 0.420287], [0.091246, 0.244096, -0.143276], [-2.289904, 1.077245, 0.095002], [1.720252, -1.591726, 0.472420], [-1.367322, 0.050098, 0.612661], [1.991061, 0.827970, -0.005837], [1.560116, -0.040854, -2.472533], [0.611843, 2.068087, -1.068181], [1.287660, 0.046075, -1.619095], [-1.636820, -0.917755, 0.303433], [-2.520607, 1.033287, -0.939117], [1.797383, -2.030183, -0.483722], [-3.277129, 0.813300, 0.501215], [2.454102, -1.652305, 1.298310], [-1.973092, 2.009794, 0.447518], [0.874591, -2.188578, 0.895677], [-0.991224, 0.026509, 1.705238], [3.119171, 1.052691, -0.020875]], "forces_ev_per_a": [[1.483, -0.796, 1.931], [-2.174, -2.038, -0.328], [0.045, -0.245, 0.616], [-1.242, -1.012, 1.261], [-1.475, -0.665, 3.187], [4.417, 0.459, 0.948], [0.222, 2.909, 0.079], [-0.917, 0.240, 3.254], [-0.268, 0.859, -1.125], [1.081, -0.911, -4.776], [-0.178, -1.318, -0.331], [0.585, -0.009, -1.204], [1.229, -0.188, -1.134], [0.204, 0.395, 0.414], [0.372, -0.439, -1.213], [0.006, 1.679, 0.197], [0.290, 0.815, -0.058], [-1.479, 0.461, -1.535], [-2.200, -0.197, -0.187]]}

=====

[4]
{"formula": "CH2FO4S", "method": "ωB97M-V with the def2-TZVPD basis set", "homo_ev": -5.85, "charge": -1, "relative_energy_kj_mol": 448.0, "lumo_ev": 2.293, "total_energy_ev": -22809.55357, "symbols": ["S", "F", "O", "O", "O", "O", "C", "H", "H"], "positions_angstrom": [[-1.259030, 0.120036, 0.046800], [2.638106, -1.425757, -0.011928], [-1.536137, -0.476264, -1.277525], [-1.676160, -0.627879, 1.143962], [-1.441173, 1.560192, 0.123040], [1.007434, -1.081883, 0.004587], [0.599346, 0.191149, -0.048978], [0.923575, 0.888715, 0.895312], [0.744041, 0.851695, -0.875266]], "forces_ev_per_a": [[0.302, 1.312, -4.884], [-1.734, 1.164, -0.064], [-0.077, 0.683, 1.439], [-0.818, -1.789, 2.945], [-0.292, -0.134, 0.107], [0.854, -1.074, -0.294], [2.184, 2.083, 3.715], [-0.749, -1.915, -1.692], [0.330, -0.330, -1.273]]}

=====

[5]
{"formula": "C4H4N2O", "method": "ωB97M-V with the def2-TZVPD basis set", "homo_ev": -9.64, "relative_energy_kj_mol": 381.9, "lumo_ev": -1.230, "total_energy_ev": -9236.52962, "smiles": "O=C1C=C=NC=N1.[H][H]", "symbols": ["O", "N", "N", "C", "C", "C", "C", "H", "H", "H", "H"], "positions_angstrom": [[2.486363, -1.451391, -0.199480], [0.195126, -1.820539, -0.224144], [-1.202614, 0.057761, 0.184217], [1.356616, -1.052578, -0.100135], [1.190665, 0.491971, 0.197737], [-0.095111, 0.598283, 0.260073], [-0.969687, -1.295798, -0.087021], [-1.588949, 2.842824, -0.376718], [-1.580153, 2.441610, 0.236050], [-1.871318, -1.890897, -0.186065], [2.071370, 1.102834, 0.297240]], "forces_ev_per_a": [[-0.426, 0.088, 0.026], [-0.086, 0.159, 0.033], [0.297, -0.116, 0.045], [0.289, -0.093, -0.034], [-0.045, -0.140, -0.011], [-0.071, -0.135, -0.024], [0.192, -0.110, -0.020], [0.012, 0.304, -0.245], [-0.130, 0.106, 0.227], [0.161, 0.017, 0.014], [-0.194, -0.080, -0.011]]}

=====

[6]
{"formula": "C14H32CuN6O7", "method": "ωB97M-V with the def2-TZVPD basis set", "homo_ev": [-6.15, -6.06], "s2": 0.7554, "relative_energy_kj_mol": 1.3, "spin_multiplicity": 2, "lumo_ev": [-0.537, -0.498], "total_energy_ev": -82942.81905, "symbols": ["Cu", "O", "O", "O", "O", "O", "O", "O", "N", "N", "N", "N", "N", "N", "C", "C", "C", "C", "C", "C", "C", "C", "C", "C", "C", "C", "C", "C", "H", "H", "H", "H", "H", "H", "H", "H", "H", "H", "H", "H", "H", "H", "H", "H", "H", "H", "H", "H", "H", "H", "H", "H", "H", "H", "H", "H", "H", "H", "H", "H"], "positions_angstrom": [[-0.242795, 0.115026, -0.534584], [-2.139123, -0.420144, 1.630343], [-0.013943, 0.112814, -4.377741], [-2.854243, 1.470472, -0.791711], [1.996815, 0.244079, -2.275139], [0.662351, -1.864840, -2.365636], [-1.043577, 2.374039, 1.016049], [-0.040098, 0.334469, 2.791440], [-1.424551, -0.943386, 0.582261], [1.294269, -0.861158, 4.116740], [-0.360313, 0.622935, 5.014233], [-0.145400, -1.643080, -1.332758], [1.368519, 0.838998, -1.312231], [-0.079594, 1.809991, 0.387843], [1.533254, 3.460553, 1.332242], [-0.569270, -4.101045, -1.144527], [0.289734, 0.036261, 3.979864], [-1.008205, 0.781824, -3.600722], [-0.720813, -2.682360, -0.713382], [-1.427386, -2.277990, 0.458588], [-0.229064, 0.290230, 6.420400], [-2.062444, -3.241548, 1.402474], [-1.327040, 1.655139, 4.699100], [1.134377, 2.425103, 0.342048], [3.242546, 2.438469, -1.180150], [1.814271, -1.391226, 2.872263], [1.972957, -1.232804, 5.338804], [1.925858, 1.917966, -0.714465], [-0.355600, -0.788412, 6.595768], [-2.158937, 1.254785, 4.108001], [-0.498252, 1.550274, -3.013512], [-1.515266, 0.066171, -2.943557], [-1.748486, 1.256729, -4.258721], [-2.712002, -3.938738, 0.860454], [1.330018, -1.837538, 5.990576], [1.738455, 3.010540, 2.314785], [2.831980, -1.842081, 5.057811], [-0.864836, 2.475221, 4.137281], [0.722971, 0.637026, 6.848636], [-0.354795, 0.007686, -5.278915], [2.338418, -0.358416, 5.888667], [-0.300223, -4.747233, -0.297460], [3.209407, 2.728586, -2.242151], [0.732440, 4.196509, 1.459215], [-1.396651, -0.010197, 2.209021], [-3.271272, 0.673948, -0.402449], [-1.312745, -3.851279, 1.925568], [1.252960, -0.947160, -2.433078], [1.047516, -1.959828, 2.322188], [-1.514211, -4.501489, -1.538954], [-1.028939, 0.806729, 6.958011], [2.646111, -2.058036, 3.117541], [2.443848, 3.981264, 1.016948], [4.031502, 1.680287, -1.062702], [-2.658616, -2.702232, 2.139487], [-2.271584, 1.833636, -0.070927], [0.198143, -4.190536, -1.919715], [2.160620, -0.587652, 2.203118], [3.532510, 3.323315, -0.605238], [-1.720473, 2.044233, 5.642056]], "forces_ev_per_a": [[0.189, 1.022, -0.040], [0.293, -0.349, 0.501], [-0.314, 0.024, -0.695], [0.013, -0.780, 0.299], [0.266, -1.049, -0.804], [-0.324, -0.138, 0.451], [-0.217, -0.330, 0.550], [0.327, -0.221, 1.619], [-1.089, -3.080, 1.293], [-0.046, -0.017, 0.239], [0.303, -0.198, 0.355], [-0.074, -3.144, 0.094], [1.806, 2.452, 1.222], [1.780, 2.819, 0.381], [-0.110, 0.477, -0.156], [0.049, -0.296, -0.082], [-0.481, 0.452, -1.553], [0.217, -0.007, -0.440], [2.080, 1.437, -2.479], [-0.670, 3.552, 0.924], [0.109, -0.274, 0.441], [-0.317, 0.066, 0.069], [-0.349, 0.470, -0.433], [-2.877, -1.182, 0.963], [0.202, 0.207, 0.012], [0.181, -0.186, -0.659], [0.075, -0.106, 0.391], [-0.351, -3.162, -2.005], [0.075, 0.412, 0.030], [0.132, 0.166, 0.046], [-0.245, -0.077, 0.035], [-0.058, 0.185, 0.002], [0.042, -0.015, 0.366], [0.112, 0.124, 0.040], [0.318, 0.117, -0.066], [-0.165, -0.001, -0.187], [-0.069, 0.122, 0.183], [-0.173, -0.213, -0.005], [-0.312, -0.185, -0.048], [0.181, -0.012, 0.485], [-0.022, -0.239, -0.096], [0.008, 0.212, -0.141], [-0.052, -0.273, 0.291], [0.102, -0.103, 0.044], [-0.535, 0.162, -0.507], [0.370, 0.837, -0.190], [-0.028, 0.215, -0.186], [0.243, 0.306, -0.246], [0.221, 0.158, 0.167], [0.173, 0.171, 0.007], [0.195, -0.235, -0.090], [-0.185, 0.139, -0.202], [-0.222, -0.074, 0.064], [-0.257, 0.112, -0.143], [0.119, -0.053, -0.096], [-0.400, -0.033, -0.027], [-0.193, 0.094, 0.186], [-0.068, -0.288, 0.229], [-0.037, -0.177, -0.106], [0.058, -0.014, -0.297]]}

=====

[7]
{"formula": "C12H20N5O2ScSe", "method": "ωB97M-V with the def2-TZVPD basis set", "homo_ev": -15.12, "charge": 2, "relative_energy_kj_mol": 0.0, "lumo_ev": -7.287, "total_energy_ev": -110348.67981, "symbols": ["Se", "Sc", "O", "O", "N", "N", "N", "N", "N", "C", "C", "C", "C", "C", "C", "C", "C", "C", "C", "C", "C", "H", "H", "H", "H", "H", "H", "H", "H", "H", "H", "H", "H", "H", "H", "H", "H", "H", "H", "H", "H"], "positions_angstrom": [[-1.123296, -0.181840, 3.123011], [0.502121, -0.010390, -0.078743], [3.687538, -1.209835, 0.319640], [1.536679, -1.677710, -0.066665], [-1.178285, -1.377302, -0.902185], [-0.471651, 0.610457, 4.539977], [0.202465, 0.468139, 2.063572], [-1.393767, 1.404665, -0.472221], [1.156916, 1.457161, -1.740361], [2.477181, -0.837878, 0.133060], [-0.955802, 2.584596, -1.254131], [2.166915, 1.908122, 2.396652], [0.016502, 2.187116, -2.350615], [1.375710, 2.051358, 5.144112], [1.007309, 1.212214, 2.826069], [2.870339, 2.619309, 3.320105], [4.022543, -2.629705, 0.280825], [2.477754, 2.698441, 4.692625], [0.609069, 1.286880, 4.214994], [-2.068172, -0.599112, -1.792229], [-2.531426, 0.648193, -1.055442], [-1.704331, 1.756553, 0.428532], [5.102865, -2.666730, 0.362023], [-0.459335, 3.273631, -0.563661], [0.353371, 3.072700, -2.894305], [-3.193987, 0.352606, -0.236829], [-1.812502, 3.115302, -1.679665], [1.052361, 2.085558, 6.173484], [-3.118818, 1.281788, -1.726112], [3.678262, -3.055898, -0.659203], [-1.500421, -0.347646, -2.691093], [3.083900, 3.285413, 5.367080], [1.799855, 2.133371, -1.326277], [-1.735327, -1.812464, -0.166328], [3.768156, 3.139143, 3.016004], [3.548650, -3.123276, 1.126773], [2.505799, 1.839902, 1.367688], [-2.935452, -1.182647, -2.113211], [1.708542, 1.005132, -2.468059], [-0.770096, -2.161004, -1.410062], [-0.457929, 1.526152, -3.076745]], "forces_ev_per_a": [[0.243, 0.076, 0.069], [-0.481, 0.989, 0.046], [0.013, 0.230, -0.083], [0.435, -1.177, -0.087], [0.156, -0.103, 0.062], [-0.148, 0.038, 0.078], [-0.011, -0.004, -0.126], [0.033, -0.035, 0.164], [0.047, -0.110, 0.060], [-0.037, 0.223, 0.088], [0.036, 0.099, -0.145], [0.206, 0.085, -0.053], [-0.134, 0.115, -0.078], [0.231, 0.169, 0.073], [-0.129, -0.062, -0.047], [-0.067, -0.115, -0.242], [-0.068, -0.149, 0.027], [-0.232, -0.101, 0.196], [-0.079, -0.152, -0.078], [-0.147, 0.081, -0.104], [-0.094, -0.033, -0.140], [0.022, -0.002, -0.015], [-0.046, -0.004, -0.012], [-0.031, -0.034, -0.028], [-0.032, -0.063, 0.041], [0.044, 0.017, -0.041], [0.062, -0.016, 0.011], [0.018, 0.027, 0.057], [0.015, -0.037, 0.051], [0.047, -0.010, 0.068], [-0.057, 0.000, 0.052], [-0.007, 0.003, 0.049], [0.007, -0.054, 0.006], [0.029, -0.011, -0.024], [0.021, 0.029, -0.033], [0.033, -0.026, -0.063], [-0.004, -0.003, 0.100], [0.082, 0.058, 0.015], [0.019, 0.024, 0.018], [0.004, -0.005, 0.051], [0.002, 0.044, 0.017]]}